# 1
Formula: C5H10BrISi
Source: the Open Molecules 2025 dataset
Level of theory: ωB97M-V with the def2-TZVPD basis set

Geometry as XYZ:
```
18
C5H10BrISi ωB97M-V with the def2-TZVPD basis set
C -2.21056 2.40744 0.82786
C -2.03994 1.36023 0.04586
C -0.08697 -2.00492 -1.17782
C 1.05998 -0.90868 1.74996
C 1.52496 0.53482 -1.09536
Si 0.47509 -0.57846 0.01642
Br -3.38857 0.78045 -1.10834
I 3.63633 0.95926 -0.53778
H -3.15287 2.97834 0.77514
H -1.47815 2.72133 1.53425
H 0.91129 -2.41592 -1.66609
H -0.47816 -2.84728 -0.62293
H -0.76382 -1.54353 -1.86537
H 0.39431 -1.50805 2.49881
H 2.00065 -1.29205 1.74690
H 1.03468 0.05729 2.24066
H 1.55013 -0.12750 -1.96098
H 1.01160 1.42723 -1.40117
```

The value obtained for the relative energy (zero: lowest compared OMol25 entry of this formula, charge and spin) is 321.3 kJ/mol. As for the HOMO energy (alpha / beta): -7.76 / -7.76 eV. Its LUMO energy (alpha / beta) is -0.75 / -0.75 eV. The spin multiplicity is 1. The frontier orbital gap (alpha / beta) is 7.0 / 7.0 eV.

---

# 2
Formula: C30H33BF3N5O6S5SeW
Source: the Open Molecules 2025 dataset
Level of theory: ωB97M-V with the def2-TZVPD basis set

Geometry as XYZ:
```
85
C30H33BF3N5O6S5SeW ωB97M-V with the def2-TZVPD basis set
W -0.04039 1.91774 -0.30348
F -0.97119 6.46418 4.08206
C -0.28044 5.59718 3.33510
F 0.43998 6.30158 2.44898
F 0.57961 4.95251 4.13982
C -1.20511 4.63246 2.63052
C -2.57491 4.73996 2.74308
C -3.38957 3.86097 2.02987
C -2.79810 2.91654 1.22973
N -1.47211 2.80402 1.11075
C -0.66795 3.65106 1.79367
S 1.00618 3.42115 1.45484
H -3.00434 5.51405 3.36408
H -4.46489 3.93135 2.08841
H -3.37924 2.20696 0.65326
O -1.37651 0.29155 -0.12242
S -2.45897 -0.76098 0.13878
C -3.34387 -0.78851 -1.48362
C -2.99328 -1.88096 -2.48687
C -1.60674 -1.76372 -3.13298
C -1.41037 -0.50274 -3.98753
S 0.11117 0.37552 -3.57042
O 0.22630 0.33562 -2.09132
C 1.50071 -0.45363 -4.26129
C 1.63228 -0.43798 -5.64570
C 2.75720 -1.01238 -6.20849
C 3.73057 -1.57833 -5.39159
C 3.58654 -1.57494 -4.01108
C 2.45993 -1.01301 -3.43131
C -1.67030 -2.37390 0.17869
C -0.33465 -2.51320 -0.15031
C 0.23040 -3.78018 -0.15400
C -0.52865 -4.88138 0.21377
C -1.85221 -4.71968 0.60056
C -2.43455 -3.46371 0.58210
H -3.13476 0.21190 -1.86860
H -4.40247 -0.84380 -1.22538
H -3.75385 -1.85872 -3.27158
H -3.07156 -2.85697 -2.00680
H -1.44224 -2.64472 -3.75229
H -0.85551 -1.77694 -2.35057
H -2.17358 0.26217 -3.84026
H -1.34686 -0.72837 -5.05182
H 0.87851 0.03746 -6.26095
H 2.88916 -1.00423 -7.28124
H 4.61337 -2.01289 -5.84039
H 4.36019 -1.99521 -3.38360
H 2.33473 -0.98420 -2.35708
H 0.25907 -1.64425 -0.38065
H 1.26928 -3.89687 -0.42952
H -0.08049 -5.86582 0.21288
H -2.43153 -5.57543 0.91933
H -3.47211 -3.33569 0.86991
C -2.60411 -0.63609 3.54744
N -1.40670 -1.38533 3.21821
C -1.19124 -2.70943 3.50108
C 0.08589 -2.98735 3.13466
N 0.65793 -1.84650 2.64308
B 2.15151 -1.79333 2.14897
N 2.76307 -0.37644 2.34878
C 3.48713 0.01170 3.44357
C 4.07560 1.20263 3.16429
N 3.70171 1.54082 1.88806
C 4.21814 2.67856 1.14618
C 2.88554 0.57476 1.42523
S 2.14371 0.59347 -0.15513
C -0.26168 -0.87495 2.68910
S -0.05247 0.80012 2.31450
H -3.47997 -1.26572 3.40707
H -2.66207 0.24055 2.90833
H -2.57037 -0.29990 4.58375
H -1.95051 -3.32684 3.94802
H 0.63845 -3.90848 3.19372
H 2.77167 -2.56475 2.81606
H 2.17977 -2.03404 0.98254
H 3.54370 -0.59970 4.32624
H 4.72587 1.82345 3.75452
H 4.52559 3.44747 1.84981
H 3.45864 3.08442 0.48355
H 5.07524 2.37343 0.54700
O -1.43093 2.22612 -1.67598
Se -0.41567 3.52955 -2.14903
O -0.53744 4.20100 -0.66728
O 1.01806 2.70130 -1.65389
O 0.01406 1.67690 -4.19948
```

The value obtained for the relative energy (zero: lowest compared OMol25 entry of this formula, charge and spin) is 135.7 kJ/mol. As for the HOMO energy (alpha / beta): -13.13 / -13.13 eV. Its LUMO energy (alpha / beta) is -7.05 / -7.04 eV. As for the charge: +2. The spin multiplicity is 1. The frontier orbital gap (alpha / beta) is 6.1 / 6.1 eV.

---

# 3
Formula: C3H10N2O2
Source: the Open Molecules 2025 dataset
Level of theory: ωB97M-V with the def2-TZVPD basis set

Geometry as XYZ:
```
17
C3H10N2O2 ωB97M-V with the def2-TZVPD basis set
C 0.84350 -0.96341 -0.33321
C 0.86716 1.26433 0.77327
C -1.49689 -0.98839 0.61283
N -0.57358 -0.58062 -0.42255
N -1.13542 0.05850 -1.56983
O 1.36834 -0.40056 0.81420
O 1.71734 1.79240 -0.15861
H 2.58399 1.39948 0.04398
H -1.80986 0.75387 -1.25492
H -0.40230 0.54836 -2.08434
H 0.88887 -2.06142 -0.26794
H 1.34164 -0.62344 -1.25793
H -0.13576 1.65838 0.64110
H 1.16246 1.41839 1.80774
H -0.96495 -1.50277 1.41472
H -2.25830 -1.65841 0.19631
H -1.99625 -0.11469 1.04520
```

The value obtained for the relative energy (zero: lowest compared OMol25 entry of this formula, charge and spin) is 451.4 kJ/mol. As for the HOMO energy: -7.14 eV. Its SMILES is CN(N)COCO. Its LUMO energy is 0.80 eV. The spin multiplicity is 1. The frontier orbital gap is 7.9 eV.

---

# 4
Formula: C22H28N3O4S
Source: the Open Molecules 2025 dataset
Level of theory: ωB97M-V with the def2-TZVPD basis set

Geometry as XYZ:
```
58
C22H28N3O4S ωB97M-V with the def2-TZVPD basis set
C -2.37004 1.36592 -2.28275
H -2.03442 2.30796 -1.85573
H -3.37354 1.49744 -2.67606
H -1.70601 1.10603 -3.10241
C -2.32574 0.23935 -1.24456
N -2.91408 0.52119 0.04438
C -2.19451 1.43441 0.90553
C -0.83700 0.88179 1.25233
C 0.28751 1.28341 0.54930
C 1.52818 0.74702 0.85118
C 1.67980 -0.20715 1.83877
C 0.56667 -0.61154 2.55355
C -0.68569 -0.07148 2.27168
O -1.80684 -0.45995 2.94491
C -1.76898 -0.66998 4.29927
O -0.79094 -0.45071 4.95329
C -3.08034 -1.20504 4.82006
C -4.27392 -0.82994 3.94638
H -4.15127 -1.21087 2.93617
H -5.17910 -1.25678 4.36977
H -4.39296 0.25055 3.90850
H -2.96413 -2.29746 4.80193
C -3.27272 -0.76492 6.27131
H -4.12529 -1.27781 6.70634
H -2.38714 -0.99470 6.85703
H -3.44915 0.30673 6.32179
H 0.67417 -1.34348 3.33668
H 2.64467 -0.62943 2.07355
N 2.69448 1.18650 0.05255
H 2.69504 2.21409 -0.01421
H 3.56566 0.85669 0.48580
C 2.54811 0.67798 -1.32255
N 1.91798 1.41663 -2.14289
S 1.72872 0.56165 -3.61837
O 0.34400 0.24515 -3.73261
O 2.39139 1.27018 -4.65316
C 2.66874 -0.86693 -3.04295
C 3.01272 -2.02508 -3.68905
C 3.74564 -2.97417 -2.97712
C 4.10722 -2.74850 -1.65434
C 3.75688 -1.57720 -1.00375
C 3.02628 -0.62271 -1.71175
H 4.05322 -1.42341 0.02303
H 4.67509 -3.49777 -1.12507
H 4.03678 -3.89364 -3.45974
H 2.72698 -2.19007 -4.71503
H 0.19641 2.00933 -0.24491
H -2.06545 2.42839 0.45080
H -2.77623 1.54390 1.82357
C -4.35431 0.57916 0.13781
C -4.99115 1.95080 -0.10873
H -6.07084 1.85791 -0.03186
H -4.74946 2.32677 -1.09771
H -4.65968 2.67609 0.63015
H -4.75558 -0.14006 -0.57782
H -4.63267 0.24580 1.14356
H -1.28114 -0.04142 -1.07815
H -2.83761 -0.63565 -1.65132
```

The value obtained for the relative energy (zero: lowest compared OMol25 entry of this formula, charge and spin) is 0.0 kJ/mol. As for the HOMO energy: -10.46 eV. Its LUMO energy is -4.51 eV. As for the charge: +1. The spin multiplicity is 1. The frontier orbital gap is 6.0 eV.